# C7H9O2P

C7H9O2P in the gas phase (ωB97M-V/def2-TZVPD, the Open Molecules 2025 dataset).

Bonds (Å) are listed after each position.
CARTESIAN COORDINATES (ANGSTROEM)
1 C -2.606 2.726 0.076  C2 1.215, H11 1.130
2 C -1.976 1.688 0.043  C1 1.215, C4 1.464
3 C 0.432 0.833 0.171  C4 1.481, O9 1.266, H12 1.078
4 C -1.010 0.592 -0.064  C2 1.464, C3 1.481, C5 1.361
5 C -1.431 -0.650 -0.428  C4 1.361, C6 1.467, H13 1.067
6 C -2.843 -0.917 -0.725  C5 1.467, H14 1.066, H15 1.129, H16 1.145
7 C 3.684 -1.173 0.824  P10 1.846, H17 1.083, H18 1.024, H19 1.084
8 O 3.122 0.860 -0.755  P10 1.431
9 O 1.082 -0.240 0.341  C3 1.266, P10 1.773
10 P 2.623 -0.459 -0.508  C7 1.846, O8 1.431, O9 1.773
11 H -3.340 3.528 0.384  C1 1.130
12 H 1.021 1.724 0.312  C3 1.078
13 H -0.824 -1.520 -0.307  C5 1.067
14 H -3.118 -0.644 -1.718  C6 1.066
15 H -3.613 -0.424 -0.064  C6 1.129
16 H -3.075 -2.029 -0.576  C6 1.145
17 H 3.319 -1.826 1.607  C7 1.083
18 H 4.289 -1.749 0.233  C7 1.024
19 H 4.265 -0.320 1.154  C7 1.084

Frontier orbital gap (alpha / beta) = 0.22280 / 0.22424 Ha
E_LUMO (alpha / beta) = -1.38 / -1.36 eV



# C80H160O40

20 unconnected molecules or ions with the total composition C80H160O40 (ωB97M-V/def2-TZVPD, the Open Molecules 2025 dataset).

Bonds (Å) are listed after each position.
CARTESIAN COORDINATES (ANGSTROEM)
1 O 1.336 -4.745 -3.816  C2 1.204
2 C 2.383 -4.678 -3.226  O1 1.204, O3 1.330, C6 1.528
3 O 2.527 -3.985 -2.099  C2 1.330, C4 1.393
4 C 1.395 -3.297 -1.670  O3 1.393, C5 1.511, H7 1.101, H8 1.082
5 C 0.263 -4.131 -1.119  C4 1.511, H9 1.090, H10 1.089, H11 1.125
6 C 3.712 -5.280 -3.677  C2 1.528, H12 1.069, H13 1.050, H14 1.121
7 H 0.992 -2.582 -2.404  C4 1.101
8 H 1.838 -2.651 -0.924  C4 1.082
9 H -0.526 -3.459 -0.779  C5 1.090
10 H 0.676 -4.817 -0.380  C5 1.089
11 H -0.128 -4.782 -1.949  C5 1.125
12 H 4.487 -4.777 -3.139  C6 1.069
13 H 3.881 -5.439 -4.701  C6 1.050
14 H 3.666 -6.311 -3.237  C6 1.121
15 O -7.830 0.750 -3.044  C16 1.232
16 C -7.904 1.270 -1.930  O15 1.232, O17 1.309, C20 1.490
17 O -7.080 0.930 -0.972  C16 1.309, C18 1.394
18 C -6.396 -0.280 -1.074  O17 1.394, C19 1.570, H21 1.062, H22 1.163
19 C -5.741 -0.656 0.302  C18 1.570, H23 1.123, H24 1.114, H25 1.060
20 C -8.708 2.464 -1.546  C16 1.490, H26 1.077, H27 1.070, H28 1.093
21 H -5.674 -0.274 -1.853  C18 1.062
22 H -7.106 -1.163 -1.337  C18 1.163
23 H -5.031 0.126 0.683  C19 1.123
24 H -5.132 -1.571 0.123  C19 1.114
25 H -6.470 -0.863 1.043  C19 1.060
26 H -9.628 2.360 -2.096  C20 1.077
27 H -8.132 3.358 -1.666  C20 1.070
28 H -8.965 2.456 -0.483  C20 1.093
29 O 5.502 3.449 2.398  C30 1.210
30 C 4.549 4.195 2.380  O29 1.210, O31 1.314, C34 1.438
31 O 3.547 4.006 3.209  C30 1.314, C32 1.385
32 C 3.560 2.900 4.042  O31 1.385, C33 1.561, H35 1.086, H36 1.128
33 C 2.403 3.084 5.073  C32 1.561, H37 1.101, H38 1.116, H39 1.092
34 C 4.482 5.387 1.579  C30 1.438, H40 1.038, H41 1.147, H42 1.070
35 H 4.536 2.878 4.517  C32 1.086
36 H 3.419 1.881 3.578  C32 1.128
37 H 2.372 2.158 5.667  C33 1.101
38 H 1.437 3.064 4.514  C33 1.116
39 H 2.382 3.941 5.748  C33 1.092
40 H 5.151 6.069 1.985  C34 1.038
41 H 3.442 5.868 1.631  C34 1.147
42 H 4.702 5.279 0.537  C34 1.070
43 O 9.462 3.341 -0.551  C44 1.221
44 C 8.377 2.913 -0.912  O43 1.221, O45 1.318, C48 1.501
45 O 8.133 1.788 -1.553  C44 1.318, C46 1.511
46 C 9.372 0.965 -1.821  O45 1.511, C47 1.505, H49 1.107, H50 1.102
47 C 10.001 0.401 -0.575  C46 1.505, H51 1.099, H52 1.106, H53 1.079
48 C 7.138 3.722 -0.660  C44 1.501, H54 1.163, H55 1.137, H56 1.074
49 H 10.062 1.692 -2.292  C46 1.107
50 H 9.144 0.230 -2.608  C46 1.102
51 H 9.187 -0.053 0.007  C47 1.099
52 H 10.519 1.195 -0.005  C47 1.106
53 H 10.654 -0.321 -1.040  C47 1.079
54 H 6.858 3.580 0.460  C48 1.163
55 H 6.228 3.434 -1.278  C48 1.137
56 H 7.418 4.755 -0.754  C48 1.074
57 O -2.979 -4.607 -7.391  C58 1.207
58 C -3.654 -4.843 -8.364  O57 1.207, O59 1.353, C62 1.488
59 O -3.616 -6.042 -8.990  C58 1.353, C60 1.470
60 C -2.678 -7.067 -8.509  O59 1.470, C61 1.521, H63 1.111, H64 1.111
61 C -3.321 -7.886 -7.400  C60 1.521, H65 1.107, H66 1.092, H67 1.079
62 C -4.570 -3.851 -8.989  C58 1.488, H68 1.040, H69 1.145, H70 1.073
63 H -1.678 -6.649 -8.265  C60 1.111
64 H -2.638 -7.651 -9.453  C60 1.111
65 H -3.675 -7.166 -6.637  C61 1.107
66 H -2.729 -8.698 -6.971  C61 1.092
67 H -4.167 -8.404 -7.825  C61 1.079
68 H -4.523 -2.938 -8.493  C62 1.040
69 H -5.622 -4.284 -8.866  C62 1.145
70 H -4.523 -3.790 -10.059  C62 1.073
71 O 0.946 0.116 3.917  C72 1.203
72 C 1.737 -0.519 4.564  O71 1.203, O73 1.292, C76 1.535
73 O 1.543 -0.973 5.759  C72 1.292, C74 1.457
74 C 0.425 -0.490 6.558  O73 1.457, C75 1.483, H77 1.121, H78 1.061
75 C 0.557 -1.121 7.894  C74 1.483, H79 1.091, H80 1.117, H81 1.083
76 C 3.044 -1.022 3.935  C72 1.535, H82 1.107, H83 1.089, H84 1.074
77 H -0.573 -0.770 6.133  C74 1.121
78 H 0.478 0.569 6.572  C74 1.061
79 H -0.243 -0.757 8.540  C75 1.091
80 H 1.541 -0.891 8.370  C75 1.117
81 H 0.407 -2.190 7.805  C75 1.083
82 H 2.707 -1.614 3.062  C76 1.107
83 H 3.716 -1.548 4.611  C76 1.089
84 H 3.485 -0.116 3.564  C76 1.074
85 O -4.001 2.007 -6.125  C86 1.193
86 C -4.541 2.640 -5.269  O85 1.193, O87 1.336, C90 1.495
87 O -4.017 3.651 -4.570  C86 1.336, C88 1.452
88 C -2.578 3.803 -4.682  O87 1.452, C89 1.548, H91 1.059, H92 1.087
89 C -2.222 5.215 -4.157  C88 1.548, H93 1.111, H94 1.114, H95 1.072
90 C -5.963 2.438 -4.853  C86 1.495, H96 1.126, H97 1.107, H98 1.076
91 H -2.333 3.676 -5.704  C88 1.059
92 H -2.208 2.908 -4.188  C88 1.087
93 H -2.948 5.997 -4.467  C89 1.111
94 H -1.292 5.495 -4.704  C89 1.114
95 H -2.174 5.285 -3.089  C89 1.072
96 H -6.524 1.595 -5.345  C90 1.126
97 H -6.505 3.402 -4.892  C90 1.107
98 H -5.956 2.194 -3.805  C90 1.076
99 O 4.299 1.362 -1.879  C100 1.181
100 C 3.755 0.315 -1.842  O99 1.181, O101 1.422, C104 1.512
101 O 4.025 -0.683 -0.866  C100 1.422, C102 1.449
102 C 5.159 -0.360 -0.023  O101 1.449, C103 1.532, H105 1.096, H106 1.078
103 C 4.633 0.399 1.198  C102 1.532, H107 1.080, H108 1.095, H109 1.128
104 C 2.854 -0.251 -2.916  C100 1.512, H110 1.095, H111 1.031, H112 1.094
105 H 5.731 0.343 -0.641  C102 1.096
106 H 5.703 -1.254 0.237  C102 1.078
107 H 3.885 -0.238 1.645  C103 1.080
108 H 4.093 1.282 0.841  C103 1.095
109 H 5.420 0.688 1.953  C103 1.128
110 H 3.157 -1.274 -3.161  C104 1.095
111 H 3.071 0.320 -3.747  C104 1.031
112 H 1.825 -0.201 -2.550  C104 1.094
113 O 4.728 -4.244 3.686  C114 1.201
114 C 5.315 -3.570 2.885  O113 1.201, O115 1.306, C118 1.503
115 O 5.238 -3.575 1.581  C114 1.306, C116 1.479
116 C 4.536 -4.710 0.942  O115 1.479, C117 1.492, H119 1.093, H120 1.115
117 C 5.334 -5.965 1.060  C116 1.492, H121 1.051, H122 1.143, H123 1.142
118 C 6.289 -2.500 3.293  C114 1.503, H124 1.100, H125 1.111, H126 1.088
119 H 4.398 -4.357 -0.083  C116 1.093
120 H 3.580 -4.898 1.486  C116 1.115
121 H 5.697 -6.111 2.036  C117 1.051
122 H 6.128 -6.163 0.262  C117 1.143
123 H 4.530 -6.767 0.942  C117 1.142
124 H 5.886 -2.015 4.194  C118 1.100
125 H 6.498 -1.720 2.531  C118 1.111
126 H 7.245 -2.969 3.515  C118 1.088
127 O 2.591 3.170 -5.750  C128 1.234
128 C 2.663 1.944 -5.865  O127 1.234, O129 1.309, C132 1.470
129 O 3.777 1.302 -5.620  C128 1.309, C130 1.478
130 C 4.991 2.136 -5.491  O129 1.478, C131 1.529, H133 1.139, H134 1.086
131 C 6.052 1.036 -5.457  C130 1.529, H135 1.100, H136 1.109, H137 1.068
132 C 1.572 1.007 -6.167  C128 1.470, H138 1.087, H139 1.127, H140 1.066
133 H 4.982 2.731 -4.520  C130 1.139
134 H 4.941 2.869 -6.292  C130 1.086
135 H 5.901 0.285 -6.247  C131 1.100
136 H 5.930 0.548 -4.469  C131 1.109
137 H 7.049 1.416 -5.520  C131 1.068
138 H 2.051 0.071 -6.442  C132 1.087
139 H 0.897 1.348 -7.003  C132 1.127
140 H 1.034 0.871 -5.257  C132 1.066
141 O -2.024 -0.177 0.709  C142 1.205
142 C -1.350 -0.629 -0.182  O141 1.205, O143 1.345, C146 1.516
143 O -0.061 -0.974 -0.008  C142 1.345, C144 1.403
144 C 0.529 -0.417 1.136  O143 1.403, C145 1.482, H147 1.069, H148 1.114
145 C 1.070 0.941 0.892  C144 1.482, H149 1.134, H150 1.104, H151 1.098
146 C -1.874 -1.120 -1.516  C142 1.516, H152 1.085, H153 1.114, H154 1.071
147 H 1.218 -1.191 1.400  C144 1.069
148 H -0.233 -0.438 1.948  C144 1.114
149 H 0.283 1.570 0.370  C145 1.134
150 H 1.896 0.875 0.163  C145 1.104
151 H 1.263 1.375 1.882  C145 1.098
152 H -2.142 -2.165 -1.404  C146 1.085
153 H -1.087 -0.981 -2.292  C146 1.114
154 H -2.712 -0.512 -1.791  C146 1.071
155 O -2.781 -1.860 5.703  C156 1.190
156 C -3.603 -2.421 5.051  O155 1.190, O157 1.322, C160 1.499
157 O -3.329 -2.751 3.801  C156 1.322, C158 1.473
158 C -1.989 -2.408 3.292  O157 1.473, C159 1.491, H161 1.078, H162 1.075
159 C -1.705 -3.001 1.954  C158 1.491, H163 1.084, H164 1.072, H165 1.076
160 C -4.995 -2.708 5.528  C156 1.499, H166 1.080, H167 1.079, H168 1.083
161 H -1.348 -2.749 4.089  C158 1.078
162 H -2.021 -1.333 3.288  C158 1.075
163 H -1.826 -4.072 2.072  C159 1.084
164 H -0.760 -2.622 1.619  C159 1.072
165 H -2.466 -2.639 1.286  C159 1.076
166 H -4.930 -2.785 6.603  C160 1.080
167 H -5.410 -3.562 5.014  C160 1.079
168 H -5.609 -1.852 5.278  C160 1.083
169 O -0.555 1.195 -2.376  C170 1.216
170 C -0.357 2.380 -2.192  O169 1.216, O171 1.375, C174 1.482
171 O -1.261 3.169 -1.521  C170 1.375, C172 1.426
172 C -2.413 2.502 -1.009  O171 1.426, C173 1.540, H175 1.137, H176 1.082
173 C -3.504 3.577 -0.846  C172 1.540, H177 1.065, H178 1.139, H179 1.036
174 C 0.717 3.188 -2.818  C170 1.482, H180 1.095, H181 1.048, H182 1.127
175 H -2.056 2.011 -0.048  C172 1.137
176 H -2.753 1.790 -1.750  C172 1.082
177 H -3.842 3.815 -1.827  C173 1.065
178 H -2.911 4.432 -0.383  C173 1.139
179 H -4.221 3.341 -0.136  C173 1.036
180 H 0.677 4.272 -2.670  C174 1.095
181 H 0.443 3.189 -3.830  C174 1.048
182 H 1.790 2.849 -2.757  C174 1.127
183 O -3.665 -0.271 -3.927  C184 1.205
184 C -4.008 -0.852 -4.925  O183 1.205, O185 1.369, C188 1.470
185 O -3.264 -0.956 -6.070  C184 1.369, C186 1.410
186 C -1.949 -0.451 -6.018  O185 1.410, C187 1.510, H189 1.127, H190 1.114
187 C -1.377 -0.627 -7.405  C186 1.510, H191 1.057, H192 1.083, H193 1.108
188 C -5.296 -1.551 -5.036  C184 1.470, H194 1.054, H195 1.094, H196 1.103
189 H -1.335 -1.029 -5.271  C186 1.127
190 H -1.995 0.597 -5.643  C186 1.114
191 H -0.372 -0.303 -7.393  C187 1.057
192 H -1.951 -0.089 -8.150  C187 1.083
193 H -1.377 -1.697 -7.692  C187 1.108
194 H -5.759 -1.591 -5.982  C188 1.054
195 H -6.001 -1.133 -4.311  C188 1.094
196 H -5.064 -2.607 -4.819  C188 1.103
197 O 1.400 -4.072 2.661  C198 1.213
198 C 1.403 -5.170 3.176  O197 1.213, O199 1.291, C202 1.540
199 O 1.728 -5.406 4.402  C198 1.291, C200 1.520
200 C 1.837 -4.110 5.189  O199 1.520, C201 1.460, H203 1.046, H204 1.058
201 C 2.013 -4.501 6.585  C200 1.460, H205 1.081, H206 1.033, H207 1.056
202 C 1.040 -6.371 2.282  C198 1.540, H208 1.083, H209 1.132, H210 1.134
203 H 0.954 -3.576 5.024  C200 1.046
204 H 2.647 -3.655 4.683  C200 1.058
205 H 2.940 -5.050 6.673  C201 1.081
206 H 1.218 -5.072 6.913  C201 1.033
207 H 2.003 -3.636 7.191  C201 1.056
208 H 1.376 -7.303 2.720  C202 1.083
209 H 1.416 -6.383 1.215  C202 1.132
210 H -0.075 -6.524 2.427  C202 1.134
211 O -4.430 2.660 5.491  C212 1.194
212 C -4.136 1.518 5.677  O211 1.194, O213 1.399, C216 1.545
213 O -3.719 0.657 4.657  C212 1.399, C214 1.444
214 C -3.559 1.304 3.376  O213 1.444, C215 1.474, H217 1.054, H218 1.088
215 C -2.304 2.070 3.277  C214 1.474, H219 1.145, H220 1.092, H221 1.097
216 C -4.202 0.871 7.079  C212 1.545, H222 1.057, H223 1.113, H224 1.091
217 H -4.383 1.938 3.210  C214 1.054
218 H -3.658 0.522 2.625  C214 1.088
219 H -2.461 2.867 2.469  C215 1.145
220 H -1.444 1.420 3.104  C215 1.092
221 H -2.179 2.660 4.194  C215 1.097
222 H -5.243 0.840 7.261  C216 1.057
223 H -3.901 1.584 7.878  C216 1.113
224 H -3.773 -0.131 7.029  C216 1.091
225 O -3.094 -4.508 -0.544  C226 1.197
226 C -4.058 -4.308 -1.225  O225 1.197, O227 1.315, C230 1.482
227 O -5.262 -4.327 -0.697  C226 1.315, C228 1.480
228 C -5.278 -4.203 0.777  O227 1.480, C229 1.514, H231 1.091, H232 1.117
229 C -5.258 -5.597 1.368  C228 1.514, H233 1.094, H234 1.087, H235 1.089
230 C -4.131 -4.142 -2.696  C226 1.482, H236 1.096, H237 1.090, H238 1.114
231 H -6.250 -3.757 0.990  C228 1.091
232 H -4.433 -3.545 1.093  C228 1.117
233 H -6.024 -6.166 0.832  C229 1.094
234 H -5.575 -5.486 2.402  C229 1.087
235 H -4.263 -6.024 1.255  C229 1.089
236 H -4.177 -3.079 -2.960  C230 1.096
237 H -5.028 -4.690 -2.983  C230 1.090
238 H -3.248 -4.535 -3.251  C230 1.114
239 O -1.591 6.605 0.329  C240 1.201
240 C -0.515 6.246 -0.068  O239 1.201, O241 1.342, C244 1.482
241 O 0.238 5.294 0.503  C240 1.342, C242 1.482
242 C -0.352 4.640 1.695  O241 1.482, C243 1.576, H245 1.087, H246 1.158
243 C -0.147 5.635 2.901  C242 1.576, H247 1.065, H248 1.094, H249 1.059
244 C 0.309 6.947 -1.080  C240 1.482, H250 1.053, H251 1.100, H252 1.094
245 H 0.211 3.710 1.737  C242 1.087
246 H -1.434 4.493 1.311  C242 1.158
247 H 0.892 5.866 2.856  C243 1.065
248 H -0.274 5.079 3.834  C243 1.094
249 H -0.720 6.509 2.730  C243 1.059
250 H 0.120 6.800 -2.105  C244 1.053
251 H 1.347 6.649 -0.869  C244 1.100
252 H 0.266 8.037 -0.996  C244 1.094
253 O 5.958 0.841 4.571  C254 1.213
254 C 7.072 1.140 4.944  O253 1.213, O255 1.306, C258 1.528
255 O 7.359 1.001 6.210  C254 1.306, C256 1.450
256 C 6.343 0.392 7.046  O255 1.450, C257 1.508, H259 1.090, H260 1.148
257 C 5.093 1.205 7.269  C256 1.508, H261 1.100, H262 1.132, H263 1.105
258 C 8.210 1.516 3.997  C254 1.528, H264 1.098, H265 1.106, H266 1.090
259 H 6.984 0.246 7.914  C256 1.090
260 H 6.047 -0.601 6.551  C256 1.148
261 H 4.221 0.537 7.333  C257 1.100
262 H 5.021 2.041 6.509  C257 1.132
263 H 5.292 1.776 8.195  C257 1.105
264 H 7.716 2.221 3.316  C258 1.098
265 H 8.376 0.638 3.347  C258 1.106
266 H 9.106 1.901 4.486  C258 1.090
267 O -7.715 4.780 0.274  C268 1.218
268 C -7.279 5.903 0.091  O267 1.218, O269 1.341, C272 1.481
269 O -6.597 6.647 0.973  C268 1.341, C270 1.496
270 C -6.191 5.997 2.258  O269 1.496, C271 1.564, H273 1.077, H274 1.152
271 C -5.044 4.951 2.073  C270 1.564, H275 1.125, H276 1.105, H277 1.063
272 C -7.543 6.672 -1.147  C268 1.481, H278 1.091, H279 1.071, H280 1.116
273 H -7.121 5.593 2.623  C270 1.077
274 H -5.849 6.946 2.816  C270 1.152
275 H -4.677 4.666 3.098  C271 1.125
276 H -4.137 5.370 1.599  C271 1.105
277 H -5.282 4.086 1.504  C271 1.063
278 H -8.293 7.459 -1.051  C272 1.091
279 H -7.877 5.910 -1.821  C272 1.071
280 H -6.628 7.033 -1.673  C272 1.116

Frontier orbital gap = 0.38328 Ha
E_LUMO = 0.49 eV



Values of calculated total energy, in order: -763.814390 -6153.917297, all in Ha.
Values of energy relative to the best compared isomer or geometry (same formula, charge and spin), in order: 98.9 47.4, all in kcal/mol.
Values of max |F|, in order: 4.47 4.22, all in eV/A.